No. 1
# C18H25F12O9Zr

A structure of composition C18H25F12O9Zr at a distorted geometry (ωB97M-V/def2-TZVPD, the OMol25 dataset).

Calculated values
- highest occupied orbital energy (eV) = -16.67
- net charge = +3
- Kohn-Sham gap (eV) = 1.757
- energy relative to the best compared isomer or geometry (same formula, charge and spin) (kJ/mol) = 738.54

CARTESIAN COORDINATES (ANGSTROEM)
Zr 0.57 3.57 4.35
C 1.40 -1.96 0.99
C 1.90 -0.57 0.75
O 1.44 0.42 1.66
H 1.64 -2.70 0.22
H 0.31 -2.03 1.01
H 1.65 -2.33 1.98
H 1.66 -0.41 -0.30
H 2.98 -0.51 0.63
C -0.68 -4.62 -4.57
C -0.70 -3.36 -5.49
O 0.59 -2.76 -5.43
C 0.97 -1.84 -6.33
O 0.32 -1.06 -7.08
C 2.47 -1.54 -6.30
F 2.79 -0.22 -6.23
F 3.07 -2.16 -5.27
F 3.08 -2.09 -7.40
H -1.72 -4.91 -4.72
H -0.62 -4.27 -3.54
H 0.01 -5.42 -4.83
H -1.49 -2.75 -5.07
H -0.95 -3.65 -6.51
C -0.89 3.63 -2.40
C -2.14 2.93 -1.92
O -3.07 3.92 -1.47
C -3.14 4.38 -0.21
O -2.29 4.04 0.69
C -4.33 5.33 0.13
F -5.06 4.87 1.22
F -3.75 6.53 0.34
F -5.09 5.49 -0.92
H -0.19 2.87 -2.74
H -0.53 4.27 -1.58
H -1.16 4.35 -3.17
H -2.03 2.13 -1.19
H -2.56 2.48 -2.82
C -4.97 -5.29 0.99
C -5.25 -4.02 1.78
O -6.26 -3.17 1.30
C -6.04 -2.35 0.30
O -5.00 -2.26 -0.37
C -7.15 -1.19 0.10
F -6.79 0.04 0.61
F -7.50 -0.99 -1.13
F -8.25 -1.53 0.76
H -4.92 -5.03 -0.06
H -5.76 -6.00 1.26
H -4.03 -5.75 1.30
H -4.28 -3.54 1.89
H -5.48 -4.18 2.84
C 7.56 1.67 3.24
C 7.66 3.03 4.08
O 7.46 3.01 5.46
C 6.23 2.91 5.93
O 5.21 2.97 5.24
C 6.24 2.71 7.50
F 5.44 3.55 8.08
F 5.62 1.55 7.66
F 7.44 2.68 8.07
H 7.41 1.74 2.17
H 6.69 1.08 3.53
H 8.44 1.03 3.34
H 7.12 3.88 3.66
H 8.70 3.37 4.01

Now the Mulliken charges, all in e:
1 Zr 1.966
2 C -0.984
3 C 0.025
4 O -0.226
5 H 0.381
6 H 0.330
7 H 0.329
8 H 0.324
9 H 0.346
10 C -1.076
11 C -0.270
12 O -0.145
13 C 0.368
14 O -0.396
15 C 0.808
16 F -0.213
17 F -0.216
18 F -0.224
19 H 0.364
20 H 0.277
21 H 0.347
22 H 0.293
23 H 0.354
24 C -1.009
25 C -0.210
26 O -0.245
27 C 0.472
28 O -0.662
29 C 0.771
30 F -0.215
31 F -0.224
32 F -0.198
33 H 0.344
34 H 0.272
35 H 0.328
36 H 0.314
37 H 0.274
38 C -0.990
39 C -0.306
40 O -0.212
41 C 0.487
42 O -0.482
43 C 0.771
44 F -0.253
45 F -0.205
46 F -0.220
47 H 0.320
48 H 0.294
49 H 0.338
50 H 0.298
51 H 0.364
52 C -0.979
53 C -0.306
54 O -0.251
55 C 0.408
56 O -0.627
57 C 0.862
58 F -0.237
59 F -0.255
60 F -0.196
61 H 0.346
62 H 0.286
63 H 0.307
64 H 0.344
65 H 0.316


No. 2
# C7H10N4O

An isolated molecule of C7H10N4O at a distorted geometry (ωB97M-V/def2-TZVPD, the OMol25 dataset).

Calculated values
- highest occupied orbital energy (spin up / spin down) (eV) = -6.41 / -6.62
- net charge = 0
- Kohn-Sham gap (spin up / spin down) (eV) = 6.853 / 6.415
- energy relative to the best compared isomer or geometry (same formula, charge and spin) (kJ/mol) = 551.67

CARTESIAN COORDINATES (ANGSTROEM)
C -0.71 0.64 -2.83
C -1.38 -0.56 -2.41
C -0.10 1.48 -1.91
C -1.62 -0.68 -1.08
C -0.27 1.29 -0.54
C 0.30 2.15 0.42
C 1.30 -2.12 2.14
N -1.07 0.16 -0.18
N 0.50 1.32 1.79
N 0.72 -1.03 1.42
N 0.77 0.04 2.27
O 0.72 3.26 0.35
H -0.55 0.82 -3.99
H -1.67 -1.23 -3.17
H 0.52 2.33 -2.22
H -2.22 -1.57 -0.70
H 0.54 -2.65 2.77
H 1.65 -2.76 1.36
H 2.07 -1.56 2.75
H -1.12 -0.14 0.84
H 0.87 1.81 2.53
H 0.76 -0.99 0.40

Now the Mulliken charges, all in e:
1 C -0.267
2 C -0.613
3 C -0.456
4 C -0.238
5 C 0.490
6 C 0.250
7 C -0.823
8 N -0.209
9 N -0.142
10 N 0.135
11 N -0.580
12 O -0.576
13 H 0.234
14 H 0.453
15 H 0.380
16 H 0.287
17 H 0.202
18 H 0.329
19 H 0.295
20 H 0.412
21 H 0.230
22 H 0.207


No. 3
# C54H33CaF15GeN4O2SSi

A structure of composition C54H33CaF15GeN4O2SSi at a distorted geometry (ωB97M-V/def2-TZVPD, the OMol25 dataset).

Calculated values
- highest occupied orbital energy (eV) = -8.32
- net charge = 0
- Kohn-Sham gap (eV) = 7.432
- energy relative to the best compared isomer or geometry (same formula, charge and spin) (kJ/mol) = 85.59

CARTESIAN COORDINATES (ANGSTROEM)
Ca -0.15 -0.32 0.56
C 10.38 9.24 -0.26
O 8.98 9.40 -0.21
C 8.19 8.31 -0.19
C 6.82 8.57 -0.16
C 5.91 7.54 -0.13
C 6.35 6.21 -0.14
C 7.72 5.95 -0.18
C 8.63 6.98 -0.21
C 5.35 5.17 -0.09
N 4.05 5.42 -0.05
C 3.45 4.21 0.04
C 4.40 3.19 0.04
N 5.61 3.83 -0.06
C 4.06 1.82 0.09
C 4.97 0.77 -0.03
C 4.50 -0.52 -0.01
C 3.12 -0.74 0.17
N 2.25 0.24 0.32
C 2.68 1.51 0.26
C 1.68 2.55 0.29
N 0.40 2.20 0.43
C -0.53 3.12 0.33
C -0.25 4.47 0.08
C 1.06 4.88 -0.01
C 2.06 3.91 0.11
H 10.80 10.25 -0.28
H 10.69 8.71 -1.16
H 10.76 8.72 0.63
H 6.50 9.60 -0.15
H 4.85 7.73 -0.10
H 8.08 4.93 -0.19
H 9.68 6.75 -0.24
H 6.51 3.40 -0.09
H 6.02 0.98 -0.16
H 5.17 -1.36 -0.13
H 2.71 -1.73 0.18
H -1.55 2.78 0.43
H -1.06 5.18 -0.05
H 1.35 5.90 -0.17
F -6.72 1.73 -1.45
C -6.34 2.21 -0.27
C -5.39 1.52 0.47
C -5.08 2.01 1.72
F -4.17 1.32 2.45
C -5.66 3.16 2.24
F -5.34 3.60 3.46
C -6.58 3.86 1.46
F -7.11 5.00 1.91
C -6.92 3.38 0.20
F -7.80 4.04 -0.55
Ge -4.33 -0.09 -0.13
S -2.34 0.48 -0.61
C -5.14 -0.70 -1.84
C -5.70 -1.94 -2.05
F -5.85 -2.76 -1.01
C -6.16 -2.34 -3.31
F -6.70 -3.55 -3.48
C -6.05 -1.47 -4.38
F -6.50 -1.82 -5.58
C -5.47 -0.21 -4.19
F -5.36 0.63 -5.22
C -5.01 0.14 -2.93
F -4.45 1.34 -2.73
C -4.93 -1.41 1.26
C -6.29 -1.52 1.48
F -7.11 -0.73 0.76
C -6.82 -2.41 2.40
F -8.14 -2.47 2.60
C -5.96 -3.24 3.11
F -6.45 -4.10 3.99
C -4.59 -3.16 2.89
F -3.76 -3.96 3.57
C -4.09 -2.23 1.98
F -2.77 -2.07 1.81
C 1.00 -5.65 2.16
C 0.87 -4.15 1.93
C 2.26 -3.54 2.10
C -0.03 -3.53 2.99
Si 0.20 -3.71 0.16
O 0.29 -2.15 -0.06
C -1.59 -4.28 -0.15
C -2.34 -5.11 0.67
C -3.61 -5.52 0.32
C -4.16 -5.12 -0.89
C -3.43 -4.29 -1.72
C -2.17 -3.87 -1.34
C 1.27 -4.61 -1.15
C 1.22 -5.98 -1.37
C 2.02 -6.58 -2.33
C 2.87 -5.82 -3.11
C 2.91 -4.45 -2.92
C 2.11 -3.86 -1.96
H 1.37 -5.87 3.16
H 1.70 -6.09 1.44
H 0.05 -6.16 2.05
H 2.72 -3.89 3.03
H 2.20 -2.45 2.16
H 2.92 -3.82 1.28
H 0.40 -3.66 3.99
H -1.01 -3.98 2.99
H -0.15 -2.45 2.81
H -1.92 -5.45 1.61
H -4.18 -6.16 0.98
H -5.16 -5.44 -1.17
H -3.85 -3.98 -2.67
H -1.60 -3.21 -1.99
H 0.55 -6.58 -0.78
H 1.98 -7.65 -2.49
H 3.50 -6.28 -3.86
H 3.57 -3.85 -3.54
H 2.12 -2.78 -1.83

Atomic partial charges in e from the Mulliken method, atoms 1 to 99:
1 Ca 1.872
2 C -0.832
3 O -0.456
4 C 0.885
5 C -0.587
6 C -0.540
7 C 0.439
8 C -0.782
9 C -0.635
10 C 0.274
11 N -0.811
12 C 0.473
13 C -0.011
14 N -0.130
15 C 0.884
16 C -0.498
17 C -1.620
18 C -0.249
19 N -0.587
20 C -0.472
21 C -0.099
22 N -0.150
23 C -0.254
24 C -1.155
25 C -0.479
26 C 0.784
27 H 0.243
28 H 0.336
29 H 0.335
30 H 0.432
31 H 0.515
32 H 0.248
33 H 0.404
34 H 0.179
35 H 0.398
36 H 0.549
37 H 0.724
38 H 0.716
39 H 0.458
40 H 0.586
41 F -0.277
42 C 0.509
43 C -0.609
44 C 0.312
45 F -0.328
46 C -0.023
47 F -0.307
48 C 0.650
49 F -0.302
50 C 0.087
51 F -0.295
52 Ge 1.579
53 S -1.078
54 C -0.250
55 C -0.055
56 F -0.382
57 C 0.184
58 F -0.350
59 C 0.704
60 F -0.311
61 C 0.078
62 F -0.305
63 C 0.690
64 F -0.297
65 C -0.306
66 C 0.676
67 F -0.390
68 C 0.233
69 F -0.325
70 C 0.554
71 F -0.317
72 C 0.075
73 F -0.360
74 C -0.330
75 F 0.047
76 C -1.940
77 C 2.739
78 C -2.012
79 C -1.536
80 Si -0.463
81 O -0.641
82 C 0.766
83 C -0.014
84 C -1.028
85 C -0.518
86 C -0.560
87 C -0.637
88 C 0.507
89 C -0.413
90 C -0.783
91 C -0.515
92 C -0.624
93 C -0.110
94 H 0.540
95 H 0.460
96 H 0.244
97 H 0.574
98 H 0.270
99 H 0.406


No. 4
# CH4N3OS

The ion CH4N3OS with charge +1 at a distorted geometry (ωB97M-V/def2-TZVPD, the OMol25 dataset).

Calculated values
- highest occupied orbital energy (spin up / spin down) (eV) = -15.42 / -15.42
- structure (SMILES) = NC(=O)N[NH+]=S
- net charge = +1
- Kohn-Sham gap (spin up / spin down) (eV) = 7.528 / 7.532
- energy relative to the best compared isomer or geometry (same formula, charge and spin) (kJ/mol) = 180.98

CARTESIAN COORDINATES (ANGSTROEM)
N 1.38 0.23 0.68
C 0.77 0.18 -0.55
O 1.29 0.15 -1.61
N -0.60 0.28 -0.60
N -1.55 -0.48 0.03
S -1.39 -0.92 1.54
H 2.31 0.57 0.55
H 0.92 0.31 1.58
H -0.72 0.49 -1.58
H -2.37 -0.75 -0.55

Now the Mulliken charges, all in e:
1 N -0.358
2 C 0.646
3 O -0.455
4 N -0.131
5 N 0.030
6 S 0.169
7 H 0.257
8 H 0.183
9 H 0.327
10 H 0.331


No. 5
# C3H2O3Pt

A structure of composition C3H2O3Pt at a distorted geometry (ωB97M-V/def2-TZVPD, the OMol25 dataset).

Calculated values
- highest occupied orbital energy (spin up / spin down) (eV) = -7.57 / -8.13
- ⟨S²⟩ = 2.011
- 2S+1 = 3
- net charge = 0
- Kohn-Sham gap (spin up / spin down) (eV) = 7.697 / 6.633
- energy relative to the best compared isomer or geometry (same formula, charge and spin) (kJ/mol) = 50.21

CARTESIAN COORDINATES (ANGSTROEM)
O 0.78 0.03 -1.37
C 0.49 -3.23 1.71
C 0.30 1.21 -0.90
O 0.36 -2.60 0.77
O -1.00 0.09 0.73
C -0.55 1.24 0.16
Pt -0.13 -1.06 -0.31
H 0.66 2.13 -1.36
H -0.90 2.19 0.58

Now the Mulliken charges, all in e:
1 O -0.489
2 C 0.045
3 C -0.057
4 O -0.134
5 O -0.548
6 C -0.144
7 Pt 0.689
8 H 0.321
9 H 0.319


No. 6
# C5H7GaO4

A structure of composition C5H7GaO4 at a distorted geometry (ωB97M-V/def2-TZVPD, the OMol25 dataset).

Calculated values
- highest occupied orbital energy (spin up / spin down) (eV) = -7.27 / -7.27
- net charge = 0
- Kohn-Sham gap (spin up / spin down) (eV) = 7.108 / 7.108

CARTESIAN COORDINATES (ANGSTROEM)
O -0.86 0.66 -1.64
C -0.31 -1.65 -3.79
O 0.17 -1.65 -2.76
O -0.22 -2.19 0.26
C 1.10 -1.75 0.67
C 0.98 -0.51 1.50
O 0.67 0.61 0.60
C -0.57 1.30 0.68
C -0.93 1.72 -0.75
Ga 0.23 -0.72 -0.92
H 1.67 -2.53 1.21
H 1.93 -0.26 2.01
H 0.16 -0.54 2.25
H -0.50 2.17 1.35
H -1.34 0.61 1.07
H -0.23 2.54 -1.04
H -1.94 2.18 -0.71

Now the Mulliken charges, all in e:
1 O -0.472
2 C 0.060
3 O 0.152
4 O -0.617
5 C -0.422
6 C -0.568
7 O -0.250
8 C -0.527
9 C -0.430
10 Ga 0.880
11 H 0.334
12 H 0.305
13 H 0.271
14 H 0.333
15 H 0.381
16 H 0.245
17 H 0.324